ORCA calculation (ωB97M-V with the def2-TZVPD basis set) on a cluster of 12 separate species, C54H57F6N3O3 in total.

Last column: Löwdin charge in e.
Cartesian coordinates (Å):
F1 -0.508 -1.813 -3.787  0.04
C1 -1.403 -2.222 -2.839  -0.24
C2 -1.942 -3.510 -2.825  -0.02
C3 -2.950 -3.837 -1.925  -0.08
C4 -3.358 -2.848 -1.001  -0.10
C5 -2.815 -1.596 -1.029  -0.08
C6 -1.760 -1.263 -1.895  0.00
H1 -1.761 -4.255 -3.586  0.11
H2 -3.421 -4.804 -1.831  0.10
H3 -4.036 -3.275 -0.277  0.09
H4 -3.102 -0.919 -0.238  0.07
H5 -1.297 -0.287 -1.900  0.10
F2 -4.096 4.388 5.985  0.07
C7 -2.942 3.727 5.911  -0.30
C8 -2.005 3.922 6.891  -0.04
C9 -0.816 3.222 6.878  -0.07
C10 -0.652 2.307 5.800  -0.08
C11 -1.685 1.987 4.885  -0.06
C12 -2.822 2.801 4.877  -0.01
H6 -2.294 4.544 7.725  0.12
H7 -0.058 3.270 7.646  0.10
H8 0.314 1.851 5.640  0.08
H9 -1.526 1.207 4.155  0.08
H10 -3.661 2.622 4.221  0.10
F3 -4.817 4.756 2.731  0.05
C13 -4.526 3.817 1.812  -0.26
C14 -3.130 3.642 1.473  0.00
C15 -2.849 2.697 0.496  -0.09
C16 -3.863 2.058 -0.204  -0.10
C17 -5.185 2.282 0.124  -0.08
C18 -5.578 3.248 1.080  0.00
H11 -2.427 4.325 1.927  0.10
H12 -1.831 2.687 0.136  0.07
H13 -3.576 1.263 -0.877  0.08
H14 -5.969 1.726 -0.370  0.10
H15 -6.626 3.429 1.269  0.11
F4 2.060 -3.581 -2.420  0.08
C19 2.704 -3.808 -3.546  -0.30
C20 4.092 -3.868 -3.541  -0.03
C21 4.760 -4.395 -4.628  -0.09
C22 4.093 -4.648 -5.854  -0.06
C23 2.671 -4.338 -5.938  -0.05
C24 2.036 -3.908 -4.762  -0.02
H16 4.635 -3.774 -2.612  0.11
H17 5.821 -4.592 -4.583  0.10
H18 4.633 -5.035 -6.705  0.09
H19 2.104 -4.379 -6.856  0.10
H20 0.965 -3.773 -4.743  0.10
F5 8.540 2.605 -0.703  0.05
C25 7.519 1.836 -1.182  -0.28
C26 6.476 2.337 -1.919  0.00
C27 5.423 1.467 -2.323  -0.07
C28 5.450 0.194 -1.915  -0.12
C29 6.517 -0.352 -1.218  -0.07
C30 7.488 0.515 -0.798  -0.03
H21 6.483 3.385 -2.178  0.11
H22 4.538 1.976 -2.676  0.10
H23 4.613 -0.435 -2.178  0.08
H24 6.606 -1.411 -1.027  0.11
H25 8.364 0.248 -0.225  0.12
F6 -0.565 -4.358 4.476  0.01
C31 -0.119 -4.512 3.158  -0.24
C32 1.217 -4.195 2.957  -0.02
C33 1.748 -4.344 1.671  -0.08
C34 0.882 -4.630 0.588  -0.08
C35 -0.500 -4.869 0.862  -0.07
C36 -0.973 -4.885 2.141  -0.04
H26 1.737 -3.793 3.814  0.12
H27 2.816 -4.283 1.527  0.11
H28 1.267 -4.882 -0.389  0.09
H29 -1.155 -5.238 0.086  0.10
H30 -1.978 -5.131 2.452  0.12
C37 -2.983 1.711 -3.997  -0.09
C38 -2.956 0.888 -5.149  -0.07
C39 -1.728 0.470 -5.639  -0.13
N1 -0.543 1.037 -5.175  0.07
C40 -0.669 1.934 -4.188  -0.15
C41 -1.842 2.246 -3.507  -0.08
H31 -3.921 2.059 -3.590  0.10
H32 -3.755 0.290 -5.561  0.10
H33 -1.721 -0.157 -6.518  0.10
H34 0.321 2.260 -3.906  0.08
H35 -1.645 2.862 -2.642  0.10
C42 1.309 -1.400 -0.255  -0.05
C43 0.355 -1.227 0.672  -0.07
C44 -0.188 0.038 0.756  -0.11
N2 0.187 1.102 -0.063  0.07
C45 1.056 0.804 -1.025  -0.18
C46 1.759 -0.341 -1.129  -0.01
H36 1.841 -2.339 -0.298  0.08
H37 0.001 -2.015 1.320  0.10
H38 -0.764 0.377 1.605  0.09
H39 1.463 1.548 -1.694  0.09
H40 2.573 -0.583 -1.796  0.09
C47 -4.855 -3.007 2.821  -0.10
C48 -4.441 -1.918 2.026  -0.05
C49 -3.369 -1.159 2.594  -0.17
N3 -2.614 -1.505 3.614  0.07
C50 -3.090 -2.566 4.377  -0.10
C51 -4.219 -3.303 3.980  -0.10
H41 -5.662 -3.699 2.632  0.11
H42 -5.025 -1.667 1.154  0.10
H43 -2.951 -0.256 2.174  0.08
H44 -2.522 -2.858 5.247  0.09
H45 -4.362 -4.203 4.559  0.10
C52 2.791 4.943 -2.279  -0.13
O1 2.035 3.773 -2.717  -0.17
H46 2.199 5.817 -2.005  0.07
H47 3.145 4.652 -1.291  0.07
H48 3.614 5.132 -2.968  0.08
H49 1.314 3.739 -2.084  0.00
C53 2.555 1.832 3.374  -0.19
O2 3.150 0.810 4.110  -0.11
H50 1.705 1.466 2.798  0.07
H51 2.262 2.625 4.062  0.07
H52 3.231 2.354 2.697  0.08
H53 3.992 1.195 4.365  0.08
C54 0.135 4.969 0.606  -0.14
O3 0.317 4.082 -0.463  -0.15
H54 0.467 4.601 1.577  0.09
H55 0.790 5.819 0.414  0.08
H56 -0.911 5.274 0.628  0.07
H57 0.173 3.199 -0.115  0.02

Computed properties:
E_HOMO = -8.873 eV
Gap between HOMO and LUMO = 0.34373 hartree
Net charge = 0



ORCA calculation (ωB97M-V with the def2-TZVPD basis set) on a cluster of 2 separate species, C7H12O in total.

Last column: Löwdin charge in e.
Cartesian coordinates (Å):
C1 -2.784 1.267 0.011  -0.45
O1 -3.153 0.132 -0.619  -0.22
C2 -1.253 1.299 0.338  -0.17
C3 -0.826 -0.156 0.593  -0.28
C4 0.534 -0.423 0.949  0.01
C5 1.413 -0.723 -0.217  -0.13
C6 2.728 -0.567 -0.557  0.03
C7 4.109 -0.475 -0.762  0.06
H1 -3.093 1.299 1.115  0.10
H2 -3.042 2.238 -0.415  0.10
H3 0.276 -3.606 0.798  0.05
H4 -0.877 1.927 1.182  0.12
H5 -0.712 1.612 -0.559  0.10
H6 -1.158 -0.777 -0.265  0.12
H7 -1.690 -0.427 1.345  0.17
H8 1.180 0.110 1.679  0.13
H9 0.792 -0.775 -1.100  0.11
H10 0.749 -3.046 0.851  0.02
H11 4.587 -1.355 -1.136  0.05
H12 4.681 0.413 -0.675  0.05

Computed properties:
E_HOMO = -7.208 eV
Gap between HOMO and LUMO = 0.16072 hartree
Net charge = 0



ORCA calculation (ωB97M-V with the def2-TZVPD basis set) on a structure of composition C10H14AsMnS4.

Last column: Löwdin charge in e.
Cartesian coordinates (Å):
Mn1 -0.511 -1.547 -0.867  0.14
C1 -1.272 2.993 0.046  -0.08
C2 -1.110 1.736 0.893  -0.38
C3 -1.080 2.091 2.384  -0.06
C4 0.096 0.903 0.509  -0.23
C5 0.955 1.221 -0.534  -0.03
C6 1.980 0.357 -0.921  -0.03
C7 2.181 -0.859 -0.285  -0.31
C8 3.204 -1.851 -0.761  -0.04
C9 1.333 -1.178 0.785  -0.10
C10 0.315 -0.312 1.172  -0.09
H1 -2.150 3.546 0.381  0.08
H2 -1.414 2.743 -1.006  0.08
H3 -0.404 3.653 0.141  0.08
H4 -1.981 1.101 0.694  0.13
H5 -0.183 2.672 2.613  0.09
H6 -1.080 1.205 3.019  0.07
H7 -1.952 2.690 2.647  0.08
H8 0.814 2.135 -1.093  0.11
H9 2.606 0.629 -1.762  0.12
H10 2.725 -2.588 -1.410  0.07
H11 3.652 -2.386 0.075  0.08
H12 3.994 -1.358 -1.327  0.08
H13 1.442 -2.126 1.298  0.13
H14 -0.347 -0.616 1.974  0.12
S1 -2.737 -3.515 0.296  -0.21
As1 -2.516 -3.092 -1.779  -0.53
S2 -2.489 -0.828 -1.830  -0.08
S3 -0.311 -3.461 -2.147  -0.08
S4 -3.760 -3.956 -3.207  -0.18

Computed properties:
Spin multiplicity = 6
E_HOMO (alpha / beta) = -3.943 / -3.969 eV
Gap between HOMO and LUMO (alpha / beta) = 0.23737 / 0.23741 hartree
Net charge = -1
<S²> = 8.768



ORCA calculation (ωB97M-V with the def2-TZVPD basis set) on an isolated molecule of C21H27N3O4.

Last column: Löwdin charge in e.
Cartesian coordinates (Å):
C1 -2.191 2.503 -2.158  -0.08
O1 -0.928 3.087 -1.916  -0.08
C2 0.180 2.309 -2.031  -0.28
C3 1.393 2.915 -1.711  0.00
C4 2.580 2.219 -1.802  -0.01
C5 2.594 0.892 -2.219  -0.24
O2 3.724 0.132 -2.343  -0.10
C6 4.950 0.688 -1.943  -0.08
C7 1.382 0.278 -2.549  -0.14
C8 1.366 -1.171 -2.987  -0.03
C9 0.766 -1.992 -1.911  -0.32
N1 1.351 -2.518 -0.887  0.11
N2 0.394 -3.124 -0.150  0.10
C10 -0.728 -2.944 -0.763  -0.37
C11 -2.070 -3.399 -0.326  -0.10
C12 -3.020 -2.203 -0.179  -0.08
C13 -2.387 -0.977 0.476  -0.49
O3 -2.607 0.143 0.054  0.05
N3 -1.618 -1.224 1.547  0.14
C14 -0.914 -0.182 2.282  -0.26
C15 0.580 -0.405 2.183  -0.24
C16 1.332 0.123 0.999  -0.11
C17 1.521 0.751 2.344  -0.09
C18 -1.383 -0.174 3.723  -0.25
C19 -1.523 1.127 4.453  -0.11
C20 -2.745 0.365 4.045  -0.11
O4 -0.567 -2.231 -1.897  0.15
C21 0.191 0.981 -2.448  0.03
H1 -2.275 2.153 -3.192  0.09
H2 -2.390 1.679 -1.467  0.06
H3 -2.914 3.298 -1.989  0.09
H4 1.383 3.944 -1.387  0.12
H5 3.496 2.724 -1.541  0.10
H6 4.931 0.986 -0.889  0.10
H7 5.688 -0.101 -2.080  0.09
H8 5.225 1.550 -2.561  0.10
H9 0.768 -1.285 -3.893  0.14
H10 2.387 -1.504 -3.159  0.13
H11 -2.478 -4.090 -1.068  0.13
H12 -1.946 -3.943 0.611  0.12
H13 -3.372 -1.882 -1.161  0.12
H14 -3.892 -2.494 0.411  0.12
H15 -1.417 -2.172 1.819  0.14
H16 -1.186 0.761 1.798  0.16
H17 0.899 -1.363 2.578  0.14
H18 2.122 -0.484 0.584  0.09
H19 0.778 0.678 0.258  0.09
H20 1.099 1.729 2.510  0.10
H21 2.449 0.583 2.870  0.10
H22 -1.038 -1.028 4.295  0.14
H23 -1.291 2.036 3.919  0.10
H24 -1.258 1.159 5.499  0.10
H25 -3.334 0.751 3.227  0.10
H26 -3.328 -0.126 4.809  0.10
H27 -0.729 0.473 -2.689  0.12

Computed properties:
E_HOMO = -7.790 eV
Gap between HOMO and LUMO = 0.31222 hartree
Net charge = 0



Quick rundown of M, same order as above: 910.06 112.17 392.35 385.46 g/mol